*i*
Here is a 5-piece molecular cluster, C2H14O4S2 overall from the OMol25 dataset. Energies are from wB97M-V/def2-TZVPD.

**Structure (SMILES)**: CSSC.O.O.O.O
**Molar mass**: 166.26 u

Each atom is followed by the atoms it is bonded to, with distances in Å.
CARTESIAN COORDINATES (ANGSTROEM)
1 C 0.9330 0.1165 2.7361  S2 1.792, H5 1.087, H6 1.099, H7 1.090
2 S 1.3415 1.7042 2.0133  C1 1.792, S3 2.024
3 S -0.1016 2.1578 0.6684  S2 2.024, C4 1.830
4 C -0.0164 1.1927 -0.8837  S3 1.830, H8 1.082, H9 1.092, H10 1.081
5 H -0.0931 -0.0758 3.0373  C1 1.087
6 H 1.0610 -0.6754 1.9853  C1 1.099
7 H 1.6311 -0.1205 3.5387  C1 1.090
8 H 0.7452 1.6466 -1.5037  C4 1.082
9 H 0.3999 0.2322 -0.5730  C4 1.092
10 H -0.9557 0.9638 -1.3674  C4 1.081
11 H -2.4281 -1.2154 3.5420  O13 0.960
12 H -2.8455 0.3073 3.5381  O13 0.982
13 O -2.1068 -0.3230 3.3926  H11 0.960, H12 0.982
14 H 2.1637 -3.8034 -5.0124  O16 0.968
15 H 1.9338 -2.8669 -3.8624  O16 0.962
16 O 2.3608 -2.9002 -4.7237  H14 0.968, H15 0.962
17 H 2.1299 -0.1510 -5.7465  O19 0.966
18 H 2.2563 -1.5412 -6.0995  O19 0.968
19 O 1.9244 -0.7230 -6.4969  H17 0.966, H18 0.968
20 H -3.2021 2.0131 4.6935  O22 0.962
21 H -3.4400 2.3328 3.2080  O22 0.964
22 O -3.6914 1.7288 3.9159  H20 0.962, H21 0.964

*ii*
Here is a 5-piece molecular cluster, C2H14O4S2 overall from the OMol25 dataset. Energies are from wB97M-V/def2-TZVPD.

**Structure (SMILES)**: CSSC.O.O.O.O
**Molar mass**: 166.26 u

Each atom is followed by the atoms it is bonded to, with distances in Å.
CARTESIAN COORDINATES (ANGSTROEM)
1 C -1.0200 0.5940 -0.6159  S2 1.785, H5 1.092, H6 1.093, H7 1.080
2 S -0.1306 -0.7364 -1.4065  C1 1.785, S3 1.989
3 S 0.8548 -1.7853 -0.0332  S2 1.989, C4 1.834
4 C 2.4148 -0.8654 0.2562  S3 1.834, H8 1.078, H9 1.091, H10 1.081
5 H -1.8784 0.2836 -0.0168  C1 1.092
6 H -0.3979 1.0742 0.1436  C1 1.093
7 H -1.2243 1.4037 -1.3003  C1 1.080
8 H 2.2631 0.1988 0.1761  C4 1.078
9 H 2.7506 -1.0439 1.2791  C4 1.091
10 H 3.1221 -1.3833 -0.3761  C4 1.081
11 H -4.5756 0.0281 1.8946  O13 0.960
12 H -3.9848 -1.2576 1.4045  O13 0.965
13 O -4.1538 -0.3512 1.1202  H11 0.960, H12 0.965
14 H 2.1552 2.2921 -0.1147  O16 0.968
15 H 0.8408 2.9273 0.4625  O16 0.955
16 O 1.6984 2.5748 0.6912  H14 0.968, H15 0.955
17 H 3.0767 0.7689 -2.0447  O19 0.962
18 H 1.6820 0.9424 -2.5735  O19 0.970
19 O 2.4550 1.4584 -2.2953  H17 0.962, H18 0.970
20 H -2.0678 -1.7034 0.7314  O22 0.978
21 H -1.5412 -2.9765 1.3070  O22 0.960
22 O -2.3393 -2.4432 1.3105  H20 0.978, H21 0.960

Out of the structures above, which one is the most stable? Solution: *ii*.